## one
C6H12ClF2NO | the ωB97M-V functional and the def2-TZVPD basis

```
23
Properties=species:S:1:pos:R:3
C 0.2466 2.0515 1.2695
O 0.4540 1.6045 -0.0878
C 0.3801 0.2716 -0.2732
C 0.3865 0.0829 -1.7687
N -0.7335 -0.4520 0.3539
C -0.5812 -1.8919 0.3797
C -2.0172 0.0363 -0.0295
C 1.8871 -0.5155 0.3540
F 1.8024 -0.6341 1.6974
F 2.2397 -1.7238 -0.2188
Cl 3.2032 0.6157 -0.0508
H 1.0010 1.7466 1.9038
H -0.7304 1.7723 1.4970
H 0.2767 3.1597 1.1426
H -0.2863 0.7533 -2.2785
H 1.3666 0.1207 -2.2559
H -0.0347 -0.8412 -2.1382
H 0.2147 -2.2616 0.9498
H -1.5632 -2.2173 0.7522
H -0.5309 -2.4353 -0.5759
H -2.6074 0.2534 0.7855
H -1.7592 0.9707 -0.5237
H -2.6147 -0.4664 -0.8842
```

SMILES string: CO[C@](C)(N(C)C)C(F)(F)Cl
E_HOMO (eV): -8.9


## two
C6H12ClF2NO | the ωB97M-V functional and the def2-TZVPD basis

```
23
Properties=species:S:1:pos:R:3
C 0.8882 -0.1395 -1.8244
C -0.2414 -1.8627 0.2495
C -1.3756 0.2088 0.2963
C 0.8484 2.1172 1.0827
C 0.8473 0.2239 -0.3163
C 2.5882 -0.3306 0.3981
N -0.1306 -0.4642 0.4443
O 0.7637 1.5912 -0.2775
F 2.4074 -0.5998 1.6874
F 2.9594 -1.4230 -0.3155
Cl 3.7662 0.9465 0.1479
H 0.1278 -0.7856 -2.1281
H 0.5836 0.7190 -2.4186
H 1.8203 -0.5648 -2.2442
H 0.7038 -2.2958 0.1026
H -0.6864 -2.2148 1.2212
H -0.9563 -2.0982 -0.6770
H -2.1030 -0.2353 0.9862
H -1.1324 1.1940 0.3272
H -1.9290 0.1487 -0.5834
H 1.8185 2.6616 1.1616
H 0.6728 1.3112 1.7886
H 0.0553 2.8635 1.1628
```

E_HOMO (eV): -8.8


Which is the most stable structure? one is the most stable.